# 1
ORCA calculation (ωB97M-V/def2-TZVPD) on 12 unconnected molecules or ions with the total composition C5H32NO13.

```
51
Properties=species:S:1:pos:R:3:forces:R:3
C 2.818 0.995 0.449 -0.2 -0.5 6.5
C 1.783 -0.127 0.742 4.6 2.2 -1.7
N 0.535 0.240 0.990 -1.6 -3.6 -0.1
C -0.907 -0.589 2.738 0.1 -0.4 -0.9
C -0.498 -0.836 1.237 1.8 -0.1 0.5
C -1.533 -0.864 0.122 -3.4 1.7 1.0
O -2.151 0.374 0.004 0.7 2.4 -0.2
O 2.390 -1.219 0.682 -3.4 -0.3 1.0
H 3.323 0.776 -0.372 2.1 -1.2 -3.6
H 3.635 0.822 1.311 -1.9 0.8 -1.6
H 2.416 1.981 0.357 0.1 0.4 0.9
H 0.181 1.165 0.784 0.3 0.4 0.1
H -1.984 -0.568 2.835 -0.2 0.3 0.2
H -0.413 0.348 3.084 -0.9 -1.0 0.0
H -0.557 -1.433 3.361 0.0 0.6 -0.2
H -0.075 -1.861 1.058 0.5 1.1 0.4
H -1.337 -1.078 -0.873 2.2 -1.5 -1.2
H -2.407 -1.487 0.379 0.7 -0.6 0.5
H 0.521 1.738 2.808 0.4 0.1 0.2
H -0.422 2.803 2.768 -9.5 2.4 -3.4
O 0.354 2.649 3.044 9.3 -2.1 3.2
H 0.066 -3.904 1.340 -0.1 0.0 2.7
H 0.138 -2.929 2.626 0.0 -1.8 -0.5
O 0.019 -3.885 2.371 0.2 1.4 -2.2
H 2.362 0.372 -3.744 -2.1 -0.4 -3.6
H 2.363 1.167 -2.435 1.3 -2.1 -1.1
O 2.866 0.421 -3.003 0.9 1.8 4.3
H 3.643 -1.505 -0.576 3.4 1.8 -2.6
H 3.912 -0.777 -2.005 0.5 0.0 0.5
O 4.424 -1.061 -1.213 -3.4 -1.9 1.8
H -3.548 0.924 1.047 2.7 0.5 -0.9
H -4.642 0.048 1.219 -0.8 -0.6 0.1
O -4.428 0.969 1.314 -2.2 0.2 0.9
H -1.411 3.427 0.035 0.1 0.0 -0.2
H -2.429 3.677 1.115 -3.6 -1.0 1.2
O -1.618 3.950 0.831 3.3 1.3 -0.3
H 1.391 2.866 -1.785 1.0 -1.2 0.3
H 0.788 1.884 -0.977 -1.1 -0.4 0.1
O 1.660 1.988 -1.378 -0.7 3.1 -2.1
H -3.561 -0.641 -2.799 -0.4 0.3 0.2
H -2.173 -0.453 -2.155 -0.1 0.6 0.2
O -2.639 -0.871 -2.868 0.3 -0.8 -0.7
H -1.065 2.343 -1.851 -1.4 -0.3 -5.2
H -1.581 1.185 -0.498 -0.3 -0.3 0.4
O -0.823 2.421 -1.003 0.9 -1.5 5.3
H 0.023 -3.190 -1.282 0.3 0.5 -0.5
H -1.500 -3.261 -1.509 1.6 -1.1 0.2
O -0.689 -3.819 -1.305 -2.3 0.0 0.5
H 1.296 -1.464 -1.723 -2.3 0.0 -0.8
H 1.038 -2.017 -3.025 -1.8 0.4 0.7
O 0.445 -1.691 -2.271 4.7 0.3 0.0
```
Positions in Å, forces in eV/Å.

Output
2S+1	2
LUMO energy (spin up / spin down)	-0.3 / -6.7	eV
energy above the lowest of the compared OMol25 structures with the same formula, charge and spin	161.37	kcal per mole

=====

# 2
ORCA calculation (ωB97M-V/def2-TZVPD) on 12 unconnected molecules or ions with the total composition C5H32O13S.

```
51
Properties=species:S:1:pos:R:3:forces:R:3
C 2.249 1.636 2.204 -1.0 1.1 0.7
S 2.631 -0.024 2.796 0.2 -0.6 -2.0
C 2.158 -1.108 1.302 -2.5 1.2 3.2
C 0.833 -1.923 1.719 -0.3 2.3 0.1
C 0.348 -2.706 0.498 2.5 -0.4 0.0
C 0.172 -1.641 -0.575 -3.2 -2.4 1.6
O 1.019 -1.100 -1.193 1.5 1.0 -1.7
O -1.132 -1.401 -0.728 -0.2 2.7 -2.6
H 2.966 2.309 2.616 0.7 0.3 1.3
H 2.366 2.072 1.218 -0.1 -1.4 -1.0
H 1.262 1.961 2.565 0.3 -0.2 -0.2
H 2.857 -1.833 1.158 2.5 -1.9 -0.2
H 2.147 -0.530 0.384 -0.4 0.2 0.6
H 0.930 -2.520 2.697 0.4 0.7 -1.7
H -0.002 -1.173 1.913 1.1 -0.7 0.1
H -0.498 -3.325 0.808 0.0 0.3 -0.8
H 1.252 -3.285 0.147 -1.1 0.0 0.3
H -1.240 -0.652 -1.511 -0.1 -2.6 2.3
O -2.339 0.360 -2.299 -0.1 0.7 -1.2
H -1.628 0.996 -2.042 -0.6 0.4 -0.9
H -2.709 0.637 -3.196 1.0 -0.4 1.8
O 2.620 -1.286 -3.628 -2.2 -0.1 -1.3
H 1.631 -1.293 -3.395 2.1 -0.1 -0.3
H 2.595 -1.185 -4.619 0.2 -0.2 1.5
O -0.487 2.590 -2.211 0.8 -1.9 -4.4
H 0.474 2.556 -2.356 -0.3 0.0 0.1
H -0.614 2.872 -1.376 -0.5 1.8 4.5
O -0.412 -3.356 -3.450 -1.3 0.5 -5.2
H -0.941 -2.636 -3.207 -1.2 1.4 0.7
H -0.007 -3.676 -2.735 2.4 -1.9 4.5
O 2.558 1.073 -2.324 1.7 0.5 -0.7
H 1.888 0.628 -1.860 -1.8 -0.6 1.3
H 3.037 0.265 -2.603 0.0 0.6 -0.5
O 4.255 2.877 -0.378 -2.8 1.8 -2.2
H 4.902 2.376 0.004 2.7 -2.1 1.6
H 4.001 2.399 -1.193 -0.1 0.2 0.6
O -3.092 0.251 2.029 0.1 -0.1 0.2
H -2.892 0.049 1.115 -0.1 -0.2 -0.2
H -2.815 -0.518 2.530 0.1 -0.3 0.1
O -0.456 3.468 1.824 -0.3 0.4 0.0
H -1.391 3.211 1.594 1.1 0.8 1.4
H -0.420 4.126 2.569 -0.8 -1.2 -1.3
O -1.713 -2.850 2.812 -2.6 -1.8 -1.9
H -1.041 -2.693 3.412 2.1 0.5 2.0
H -1.858 -3.829 2.815 0.1 1.3 0.1
O -4.629 0.157 -0.628 0.0 -0.5 -0.7
H -3.713 0.169 -0.993 -1.1 -0.1 -0.2
H -5.190 -0.359 -1.260 1.0 0.7 0.8
O -3.179 2.824 2.656 -1.1 2.5 -2.0
H -3.082 1.881 2.554 -0.2 -1.0 -0.3
H -3.670 3.161 1.823 1.0 -1.1 2.2
```
Positions in Å, forces in eV/Å.

Output
SMILES string	CSCCCC(=O)O.O.O.O.O.O.O.O.O.O.O.O
LUMO energy	-0.2	eV

=====

# 3
ORCA calculation (ωB97M-V/def2-TZVPD) on 11 unconnected molecules or ions with the total composition C5H33N2O10S.

```
51
Properties=species:S:1:pos:R:3:forces:R:3
C -0.550 0.185 0.291 -1.1 0.5 0.3
N -0.771 -0.962 1.180 -0.7 0.0 -1.3
C -2.229 -1.314 1.104 0.5 -0.2 0.0
C -2.433 -2.458 0.069 -0.3 0.5 -0.1
S -3.510 -2.015 -1.377 0.3 0.0 0.6
C 0.861 0.742 0.278 0.9 -0.4 -0.7
N 1.555 0.954 -0.984 -0.6 -0.1 -0.9
C 1.632 -0.213 -1.898 0.6 1.0 -0.1
H -0.971 -0.073 -0.693 0.7 -0.2 0.0
H -1.242 0.993 0.608 0.2 0.0 0.0
H -0.381 -0.872 2.107 -0.2 0.2 0.0
H -2.573 -1.549 2.107 0.0 -0.6 0.2
H -2.874 -0.459 0.840 0.5 0.0 -0.1
H -2.739 -3.354 0.620 -0.3 0.0 -0.3
H -1.471 -2.695 -0.371 0.2 -0.1 0.2
H 0.820 1.724 0.751 0.4 -0.2 0.4
H 1.577 0.062 0.752 -0.6 0.2 0.8
H 1.108 1.667 -1.549 -0.1 0.2 0.3
H 2.708 -0.246 -2.219 -1.1 -0.5 -0.2
H 1.304 -1.152 -1.469 0.2 -0.1 0.4
H 0.935 -0.032 -2.718 0.4 -0.3 -0.3
H 0.867 -2.812 3.108 0.1 0.1 0.2
H 1.575 -2.709 1.785 -0.1 0.6 0.3
O 1.493 -2.236 2.652 0.1 -0.7 0.3
H 1.130 2.837 2.942 0.2 -0.1 0.1
H 0.092 1.742 2.962 -0.2 0.1 0.0
O 0.527 2.377 3.535 -0.3 0.3 0.0
H -1.528 -1.987 -3.263 -0.2 -0.2 0.3
H -0.300 -2.797 -2.820 -0.3 0.0 0.0
O -0.709 -2.389 -3.591 0.4 0.0 -0.2
H 2.961 2.833 -0.443 -0.7 -0.6 0.3
H 1.622 3.599 0.035 0.2 -0.6 -0.1
O 2.504 3.670 -0.335 0.5 1.4 -0.2
H 3.950 -0.087 -0.396 1.0 1.4 -1.2
H 3.730 -0.462 0.799 0.6 0.6 2.1
O 4.365 0.192 0.441 -1.5 -1.8 -0.8
H 0.313 -2.206 0.300 0.4 -0.1 -0.2
H 1.560 -3.005 -0.532 -0.5 0.5 -0.2
O 0.979 -2.949 0.230 0.1 -0.7 0.3
H -2.879 0.223 -1.087 -0.5 -0.1 -0.3
H -4.153 0.993 -1.226 0.0 -0.1 0.0
O -3.200 1.144 -1.230 -0.1 -0.1 0.3
H -2.216 0.820 -3.063 -0.5 0.8 0.3
H -1.423 2.212 -3.383 -0.9 0.0 0.2
O -1.393 1.264 -3.271 1.8 -0.8 -0.6
H 2.723 -0.174 3.589 0.1 -0.3 0.1
H 1.505 0.292 2.843 0.1 -0.2 0.1
O 2.447 0.451 2.918 0.4 0.2 -0.1
H -1.997 2.754 -0.459 -0.7 -0.1 -0.1
H -3.087 3.782 -0.029 0.2 -0.4 -0.1
O -2.220 3.693 -0.439 0.4 0.6 0.2
```
Positions in Å, forces in eV/Å.

Output
LUMO energy	2.5	eV
net charge	-1
energy above the lowest of the compared OMol25 structures with the same formula, charge and spin	46.47	kcal per mole

=====

# 4
ORCA calculation (ωB97M-V/def2-TZVPD) on 11 unconnected molecules or ions with the total composition C5H33N2O11.

```
51
Properties=species:S:1:pos:R:3:forces:R:3
C -1.048 0.656 3.204 -0.3 -0.7 0.4
N -0.151 -0.485 3.023 0.4 0.7 -0.7
C 1.269 -0.182 2.691 -0.8 -0.4 -0.1
C 1.911 -1.385 1.967 0.1 0.6 1.1
C 1.414 -1.712 0.591 -0.3 -0.3 -0.1
O 0.617 -1.051 -0.036 -0.4 0.2 0.5
C -1.857 1.121 1.986 -0.5 -0.6 0.9
N -0.952 1.588 0.919 0.0 -0.4 -1.0
H -0.496 1.505 3.619 0.1 -0.1 0.1
H -1.780 0.335 3.961 0.0 0.5 -0.1
H -0.543 -1.165 2.382 -0.1 0.0 0.0
H 1.748 -0.015 3.655 0.4 -0.1 -0.1
H 1.418 0.746 2.128 -0.1 -0.1 -0.3
H 1.793 -2.246 2.652 0.1 0.0 -0.6
H 2.991 -1.188 1.887 -0.1 -0.3 -0.1
H 1.812 -2.643 0.137 0.0 0.3 0.3
H -2.493 0.315 1.618 0.4 -0.2 -0.3
H -2.581 1.893 2.258 0.4 0.3 0.0
H -0.328 2.319 1.258 0.2 0.2 -0.2
H -1.475 1.956 0.119 0.2 0.1 0.0
H -0.373 0.805 0.540 0.1 0.1 0.2
H -3.542 -2.425 -0.102 -0.3 -0.1 0.0
H -4.937 -2.315 -0.777 -0.3 -0.1 0.1
O -4.099 -1.864 -0.682 0.2 0.3 0.2
H 2.240 -1.440 -2.062 0.5 0.1 0.1
H 3.766 -0.990 -1.951 -0.5 -0.1 0.1
O 2.914 -0.972 -1.485 0.4 -0.3 -0.5
H 0.500 -1.575 -3.456 0.1 0.0 0.0
H 0.453 -2.709 -2.456 0.3 0.0 -0.2
O 1.080 -2.239 -3.032 -0.3 -0.1 0.3
H -2.150 -4.397 0.214 0.1 0.3 -0.4
H -1.842 -3.091 -0.688 0.0 -0.8 0.3
O -2.082 -3.434 0.213 0.2 0.4 0.2
H 0.611 1.832 -2.384 -0.4 -0.1 0.3
H -0.117 2.651 -3.469 -0.2 0.1 -0.1
O -0.287 1.988 -2.794 0.5 0.0 0.1
H 2.211 1.853 -0.537 -0.2 -0.2 -0.4
H 2.208 0.484 -1.344 0.0 0.2 0.1
O 1.758 1.359 -1.254 0.0 0.3 0.2
H 0.561 5.168 0.504 -0.1 0.4 -0.3
H 0.414 4.775 1.986 0.1 0.1 -0.2
O 0.616 4.428 1.105 -0.2 -0.4 0.7
H -1.119 -0.394 -4.727 0.0 -0.1 0.2
H -0.714 0.401 -3.436 -0.1 -0.3 -0.2
O -0.873 -0.510 -3.798 0.0 0.5 -0.2
H 3.563 2.805 1.091 0.2 0.2 0.1
H 2.148 3.501 1.068 0.3 -0.1 -0.1
O 2.635 2.673 0.905 -0.2 0.0 0.2
H -1.716 -1.844 -2.859 -0.6 -0.6 0.5
H -2.978 -2.288 -1.999 0.3 0.1 -0.3
O -2.116 -2.599 -2.355 0.4 0.6 -0.3
```
Positions in Å, forces in eV/Å.

Output
LUMO energy	-2.8	eV
net charge	+1
energy above the lowest of the compared OMol25 structures with the same formula, charge and spin	18.03	kcal per mole

=====

Calculated values (eV/Å) of max |F| for the records, taken in order: 10.36 5.42 2.50 1.32.